{"formula": "BF4H24O12", "method": "wB97M-V/def2-TZVPD", "e_above_lowest_kj_mol": 237.4, "charge": -1, "homo_energy_ev": -7.10, "species": ["B", "F", "F", "F", "F", "O", "H", "H", "O", "H", "H", "O", "H", "H", "O", "H", "H", "O", "H", "H", "O", "H", "H", "O", "H", "H", "O", "H", "H", "O", "H", "H", "O", "H", "H", "O", "H", "H", "O", "H", "H"], "xyz": [[0.40, 0.56, -0.81], [1.09, 1.24, 0.25], [-0.23, -0.49, -0.24], [-0.46, 1.49, -1.32], [1.35, 0.10, -1.75], [3.92, -1.65, -1.02], [3.74, -1.05, -1.64], [3.32, -2.32, -1.40], [0.28, -0.14, 3.37], [-0.45, -0.14, 2.74], [1.02, 0.14, 2.81], [0.88, 3.00, 2.41], [0.26, 3.74, 2.49], [0.68, 2.49, 1.68], [-2.01, 0.16, 2.03], [-2.26, 0.38, 2.95], [-2.42, 0.80, 1.49], [-2.73, -0.55, -2.34], [-2.07, -1.18, -2.05], [-3.57, -0.90, -2.05], [-2.15, 3.79, -1.53], [-2.04, 3.68, -0.60], [-1.41, 3.28, -1.87], [-1.59, 2.82, 0.97], [-1.15, 2.36, 0.22], [-1.08, 3.65, 0.94], [0.78, -2.62, 1.18], [0.37, -1.98, 0.57], [0.47, -3.52, 0.83], [-2.17, -2.26, 0.29], [-1.78, -2.84, -0.39], [-1.75, -1.45, 0.47], [2.78, 0.43, 2.23], [2.43, 0.73, 1.39], [2.50, 1.19, 2.68], [1.96, -3.44, -1.58], [2.03, -4.15, -0.91], [1.52, -2.63, -1.19], [-0.05, -1.27, -3.89], [-0.83, -0.76, -4.12], [0.40, -0.70, -3.28]]}